ORCA calculation (ωB97M-V/def2-TZVPD) on the molecule C4H6BrP.

The geometry in ORCA input format:
```
! RIJCOSX wB97M-V def2-TZVPD def2/J DEFGRID3
* xyz 0 1
C 0.320 -0.119 -0.218
C -0.981 0.295 0.090
C 1.427 -0.138 0.674
C -2.075 0.221 -0.901
P 3.271 -0.664 -0.019
Br 4.225 -0.561 1.975
H 0.493 -0.373 -1.264
H -1.283 0.537 1.112
H 1.515 0.317 1.628
H -2.684 -0.412 -0.307
H -1.627 -0.263 -1.771
H -2.601 1.161 -1.001
*
```

Calculated values
- SMILES string = C/C=C/C=P/Br
- F_max (eV Å⁻¹) = 5.02
- total energy (hartree) = -3071.290544
- HOMO level (spin up / spin down) (eV) = -8.02 / -7.81

Atom charges from the natural (NBO) analysis, given in e for atoms 1 to 8: -0.33, -0.08, -0.38, -0.66, 0.41, -0.24, 0.20, 0.19